[1]
136
Properties=species:S:1:pos:R:3:lowdin_charge:R:1 method="wB97M-V/def2-TZVPD" energy_ev=-62901.4216 fmax_ev_per_a=3.82 relative_energy_kcal_mol=169.4 homo_energy_ha=-0.317 homo_lumo_gap_ev=9.14 e_lumo_ev=0.51
O -2.87 4.06 16.34 -0.22
O -4.42 10.69 17.07 -0.16
O 3.11 8.89 14.14 -0.18
O -1.83 4.93 23.11 -0.23
O -4.11 14.67 14.69 -0.22
O 0.68 9.33 23.74 -0.22
O -9.28 13.07 18.66 -0.23
O -9.81 11.01 13.21 -0.17
N -1.97 8.04 17.84 0.05
N -1.13 7.01 21.42 0.07
N -12.51 12.30 12.68 0.03
N -1.29 13.62 12.60 0.01
N 0.37 11.35 14.47 0.03
N -3.74 2.22 19.49 0.00
N -7.69 13.81 20.66 0.03
N -5.01 4.08 21.41 0.04
C -4.36 15.47 15.93 -0.05
C -2.89 4.16 22.55 -0.18
C -12.07 11.00 12.32 -0.45
C -3.73 8.79 19.32 -0.04
C -11.03 10.46 13.37 -0.24
C -5.36 9.99 16.22 -0.08
C -2.79 14.41 14.25 -0.21
C -4.60 5.93 22.90 -0.06
C -7.85 12.97 18.43 -0.17
C 3.85 8.82 15.36 -0.12
C -0.87 4.18 23.83 -0.09
C -2.63 13.45 13.07 -0.41
C -6.93 13.11 19.64 -0.39
C -4.02 4.97 21.92 -0.47
C -0.28 8.29 23.54 -0.17
C 1.25 9.39 25.08 -0.06
C -5.31 2.55 17.64 -0.06
C 1.00 10.01 14.70 -0.37
C -2.73 11.93 13.39 -0.05
C -3.75 2.51 18.08 -0.36
C -3.09 4.00 17.80 -0.14
C -11.50 10.94 10.92 -0.06
C -0.07 9.20 21.18 -0.08
C -6.71 11.66 20.25 -0.05
C -10.13 13.23 17.60 -0.12
C -3.25 8.73 17.86 -0.42
C -8.87 10.73 14.18 -0.13
C -1.98 5.16 15.88 -0.08
C 2.38 10.10 14.01 -0.22
C -0.11 7.92 21.98 -0.40
C 0.13 8.84 14.09 -0.04
C -3.18 10.09 17.14 -0.23
H -10.90 10.04 10.85 0.08
H -1.21 4.11 24.86 0.09
H -2.38 10.76 17.44 0.13
H -0.13 11.61 15.31 0.05
H -7.61 11.23 20.68 0.08
H -1.28 6.19 21.98 0.02
H -5.96 11.71 21.04 0.07
H -12.94 10.37 12.47 0.13
H -0.15 8.95 13.04 0.08
H -2.48 6.12 15.99 0.05
H -10.88 9.38 13.33 0.12
H -0.07 7.40 24.14 0.10
H -2.79 9.83 16.15 0.11
H -12.29 10.96 10.17 0.08
H 0.54 7.84 14.22 0.07
H -5.53 6.36 22.53 0.08
H -3.19 9.47 19.97 0.08
H 2.99 10.90 14.42 0.12
H -5.68 9.05 16.68 0.08
H 0.07 4.73 23.89 0.09
H -3.76 4.84 18.00 0.10
H -3.74 11.56 13.57 0.07
H -5.63 3.48 18.10 0.05
H -3.84 6.69 23.10 0.08
H -3.60 15.50 16.72 0.07
H -2.64 15.45 13.96 0.13
H -4.86 5.36 23.79 0.09
H -5.98 13.62 19.45 0.14
H -0.66 3.17 23.49 0.09
H -3.64 7.84 19.84 0.05
H 0.98 8.51 25.66 0.08
H -9.86 12.50 16.83 0.07
H -2.23 11.27 12.68 0.07
H -4.74 9.19 19.38 0.06
H -8.04 11.45 14.14 0.09
H -6.36 11.03 19.44 0.04
H -8.58 13.33 20.58 0.06
H -1.32 8.81 17.87 0.05
H -1.13 5.18 16.56 0.07
H -10.86 11.79 10.67 0.08
H -3.90 8.05 17.30 0.11
H -2.25 4.03 18.49 0.11
H -2.27 13.99 15.11 0.13
H 4.93 8.99 15.33 0.08
H -4.34 1.45 19.77 0.07
H -7.95 14.65 20.15 0.07
H 1.11 10.01 15.78 0.13
H 0.83 10.31 25.49 0.08
H 3.72 7.76 15.55 0.08
H -7.65 13.80 17.75 0.11
H -0.32 8.95 20.15 0.06
H -4.18 16.48 15.56 0.08
H -5.72 4.75 21.13 0.08
H -0.77 8.72 14.70 0.05
H -9.15 10.61 15.23 0.08
H -1.33 8.55 23.67 0.12
H -0.10 11.57 13.61 0.03
H -11.64 12.69 13.00 0.07
H -12.70 12.84 11.85 0.07
H -6.01 1.73 17.81 0.06
H -2.21 11.72 14.32 0.04
H -2.03 7.47 21.45 0.04
H -3.21 13.72 12.19 0.14
H -11.16 13.03 17.89 0.10
H -5.09 9.70 15.20 0.09
H -5.48 3.50 22.10 0.10
H -9.98 14.24 17.23 0.09
H -3.12 1.81 17.53 0.12
H -1.62 5.12 14.85 0.08
H -1.25 14.37 11.92 0.08
H -5.28 15.27 16.47 0.07
H -6.25 10.57 15.99 0.07
H 3.46 9.09 16.34 0.08
H -0.72 14.07 13.31 0.07
H -8.42 9.76 13.97 0.09
H -1.71 7.58 18.70 0.05
H 2.10 10.22 12.97 0.12
H -4.13 3.06 19.89 0.00
H -3.68 5.57 21.07 0.13
H -0.88 9.84 21.53 0.07
H -5.42 2.70 16.56 0.06
H 0.79 9.85 21.33 0.08
H -7.68 12.03 17.90 0.11
H -3.20 3.38 23.25 0.13
H 2.33 9.57 25.00 0.08
H 0.88 7.48 21.85 0.13
H -11.32 10.57 14.41 0.12
H -2.48 3.51 21.78 0.12



[2]
136
Properties=species:S:1:pos:R:3:lowdin_charge:R:1 method="wB97M-V/def2-TZVPD" energy_ev=-62905.0922 fmax_ev_per_a=2.79 relative_energy_kcal_mol=84.7 homo_energy_ha=-0.324 homo_lumo_gap_ev=9.28 e_lumo_ev=0.45
O 3.60 4.07 0.05 -0.20
O 4.92 -1.65 0.39 -0.21
O -2.36 -4.06 -1.79 -0.22
O 0.59 -0.25 -5.62 -0.20
O -5.66 0.21 1.62 -0.16
O -1.23 1.66 0.01 -0.20
O 1.82 2.19 3.57 -0.19
O -0.35 -3.00 1.91 -0.21
N 2.01 7.38 0.13 0.03
N -1.06 -6.60 2.56 0.03
N -1.95 1.56 -7.47 0.02
N -0.47 -5.12 -3.60 0.05
N 5.77 -3.82 3.26 0.03
N -6.16 3.42 3.69 0.04
N 0.27 4.52 4.52 0.04
N 0.50 -0.48 0.71 0.06
C -1.11 -3.63 -5.41 -0.06
C 2.78 1.58 2.63 -0.05
C 2.86 5.17 -0.49 -0.16
C -0.90 0.60 -7.20 -0.45
C -1.06 -3.82 -3.90 -0.44
C 7.08 -3.45 1.21 -0.06
C 0.78 -5.29 3.49 -0.07
C 0.04 -0.26 -0.66 -0.37
C -4.78 1.48 4.21 -0.08
C 5.97 -2.91 2.10 -0.44
C 1.12 -0.41 -4.34 -0.12
C 3.85 3.11 -0.88 -0.15
C 2.15 5.96 1.93 -0.07
C 0.19 0.79 -8.22 -0.07
C -1.17 -1.21 -0.94 -0.04
C -0.65 -5.23 2.86 -0.40
C -6.17 1.40 2.15 -0.22
C -5.32 2.29 3.09 -0.43
C -1.54 3.06 -0.01 -0.10
C -0.65 -4.35 1.58 -0.16
C -0.46 0.68 -5.73 -0.19
C -2.45 -3.78 -3.22 -0.18
C -1.38 -2.26 2.41 -0.13
C 2.79 6.27 0.58 -0.46
C 0.62 2.61 2.97 -0.19
C -4.47 0.33 0.85 -0.09
C -3.58 -3.61 -1.15 -0.10
C 4.67 -2.78 1.29 -0.17
C -1.72 3.48 3.84 -0.08
C -0.19 1.25 -0.92 -0.15
C -0.26 3.23 4.14 -0.41
C 3.75 -1.25 -0.38 -0.09
H -6.51 1.96 1.29 0.12
H 4.54 -3.71 0.72 0.12
H -3.90 -4.07 -0.21 0.09
H -2.28 2.58 3.62 0.06
H -0.06 -0.04 1.43 0.04
H -2.68 1.60 -6.77 0.07
H -0.73 -5.37 -2.65 0.06
H 3.05 2.39 1.95 0.06
H 2.71 5.17 2.43 0.08
H 1.16 -4.33 3.85 0.06
H 6.61 -3.60 3.78 0.06
H -4.42 -3.90 -1.78 0.08
H 2.39 8.14 0.68 0.08
H -3.88 -0.59 0.91 0.06
H 3.68 1.38 3.21 0.09
H 6.20 -1.92 2.51 0.13
H -1.03 -7.08 3.45 0.06
H -1.64 -4.36 -6.00 0.08
H 0.77 1.71 -8.13 0.08
H -0.09 -3.56 -5.79 0.08
H 1.23 4.35 4.77 0.07
H -1.99 -0.96 -0.26 0.05
H -0.33 2.61 5.03 0.14
H -0.16 0.82 -9.25 0.07
H -4.30 2.17 4.89 0.08
H 0.42 -0.39 -3.51 0.05
H -3.81 1.17 1.08 0.08
H -2.25 3.91 4.69 0.08
H -2.14 -2.18 1.63 0.07
H -0.70 3.69 0.25 0.06
H 0.74 -5.80 4.45 0.07
H -4.14 0.69 3.82 0.08
H 4.44 2.32 -0.41 0.10
H -0.88 -2.26 -0.86 0.08
H 2.28 7.59 -0.82 0.07
H 0.06 1.73 2.63 0.10
H -1.38 -0.37 -7.35 0.13
H 4.97 -3.42 3.73 0.06
H 0.68 3.32 2.16 0.10
H -3.54 -2.52 -1.14 0.07
H -0.43 1.40 -1.97 0.11
H -2.83 -2.77 -3.41 0.11
H 0.82 -0.48 -1.39 0.11
H 2.44 0.72 2.06 0.06
H -2.15 3.32 0.85 0.06
H 0.16 -4.68 0.93 0.13
H 4.00 -0.46 -1.09 0.08
H 1.62 -5.56 2.84 0.08
H -1.49 -1.11 -1.97 0.07
H -1.83 4.21 3.03 0.07
H 0.75 1.79 -0.76 0.10
H 1.78 0.43 -4.13 0.09
H 6.81 -4.36 0.66 0.08
H -1.90 -2.71 3.26 0.09
H -6.48 3.84 2.83 0.05
H -1.96 3.41 -0.96 0.09
H -3.18 -4.40 -3.74 0.13
H 7.95 -3.71 1.81 0.07
H 1.16 5.60 1.62 0.07
H 3.80 6.57 0.84 0.13
H 0.38 -1.45 0.97 0.04
H 2.85 2.74 -1.12 0.07
H -1.32 -4.79 3.61 0.13
H -1.25 0.25 -5.12 0.12
H -1.56 -4.46 0.99 0.11
H -1.54 -2.67 -5.70 0.06
H 3.78 -2.65 1.91 0.12
H 2.96 -0.93 0.29 0.05
H 7.35 -2.66 0.51 0.08
H -5.52 0.89 4.74 0.09
H 3.46 5.57 -1.30 0.13
H -4.59 2.92 2.58 0.12
H 4.24 3.48 -1.82 0.09
H -6.97 2.96 4.09 0.06
H 2.01 6.86 2.53 0.08
H -0.50 -3.01 -3.43 0.11
H -2.33 1.43 -8.39 0.07
H 0.53 -4.99 -3.61 0.07
H -7.10 1.19 2.69 0.12
H 0.29 5.20 3.77 0.05
H -1.10 -1.22 2.60 0.09
H -4.57 0.36 -0.24 0.09
H -0.13 1.68 -5.43 0.13
H 3.35 -2.10 -0.92 0.08
H 0.89 -0.04 -8.19 0.08
H 1.72 -1.32 -4.33 0.10
H -0.38 -7.08 1.99 0.07
H 1.87 4.84 -0.81 0.13